Arrangement 1

Density functional theory data (ωB97M-V/def2-TZVPD) for 2 unconnected molecules or ions with the total composition C5H11NO2.

Geometry as ORCA input:
```
! wB97M-V def2-TZVPD RIJCOSX def2/J DEFGRID3
* xyz -1 2
O 2.792 0.036 -0.007
C 2.370 0.746 -0.941
C 1.025 0.905 -1.303
C -0.052 -0.147 -1.121
C -0.107 -1.175 0.014
C -0.046 0.536 1.873
N -0.671 -0.647 1.305
H 3.199 1.251 -1.456
H -0.739 0.911 2.627
H 0.779 1.465 -2.201
H -0.984 0.430 -1.023
H -0.142 -0.734 -2.046
H 0.830 -1.654 0.295
H -0.873 -1.923 -0.176
H 0.239 1.322 1.164
H 0.867 0.214 2.383
H -1.705 -0.515 1.116
H -3.821 -0.660 -0.398
O -2.961 -0.361 -0.105
*
```

Output
Expectation value of S²: 0.77
LUMO (alpha / beta), Ha: 0.133 / 0.072
HOMO-LUMO gap (alpha / beta), Ha: 0.25236 / 0.19107

---

Arrangement 2

Density functional theory data (ωB97M-V/def2-TZVPD) for 2 unconnected molecules or ions with the total composition C5H11NO2.

Geometry as ORCA input:
```
! wB97M-V def2-TZVPD RIJCOSX def2/J DEFGRID3
* xyz -1 2
O -2.482 -0.960 2.094
C -2.681 -0.550 0.959
C -2.089 -1.092 -0.250
C -1.086 -0.021 -0.686
C 0.288 -0.321 -0.315
C 0.961 -1.093 -1.207
N 0.767 0.166 0.899
H -3.270 0.368 0.907
H -1.509 -2.034 -0.137
H -2.788 -1.284 -1.017
H -1.079 0.036 -1.946
H -1.266 1.104 -0.461
H 2.110 -1.280 -0.902
H 0.634 -1.417 -2.104
H 1.448 -0.465 1.182
H 0.054 0.172 1.597
H 4.072 3.331 -1.558
H 5.105 2.198 -1.093
O 4.827 3.032 -1.066
*
```

Output
Expectation value of S²: 0.75
LUMO (alpha / beta), Ha: 0.127 / 0.123
HOMO-LUMO gap (alpha / beta), Ha: 0.09307 / 0.29574

---

Order of stability, best first: arrangement 1, arrangement 2

---

Arrangement 1

Density functional theory data (ωB97M-V/def2-TZVPD) for a molecular structure, C8H16O2Si.

Geometry as ORCA input:
```
! wB97M-V def2-TZVPD RIJCOSX def2/J DEFGRID3
* xyz 0 1
C -2.086 0.705 -1.440
C -1.801 -0.292 -0.526
C -0.077 -0.430 0.341
C -0.313 -1.228 1.564
C -4.081 -0.685 -0.178
C 1.658 1.265 -1.702
C 3.041 -0.981 -0.098
C 2.052 1.208 1.494
O -3.120 0.911 -2.032
O -2.661 -1.037 0.073
Si 1.577 0.301 -0.070
H -1.208 1.200 -1.763
H 0.572 -1.308 2.034
H -0.815 -2.156 1.175
H -1.066 -0.861 2.195
H -4.792 -1.299 0.397
H -4.314 -0.808 -1.158
H -4.206 0.328 0.198
H 1.170 0.654 -2.453
H 1.310 2.269 -1.465
H 2.762 1.433 -1.978
H 3.227 -1.149 -1.182
H 3.895 -0.300 0.259
H 3.026 -1.858 0.612
H 1.218 1.054 2.217
H 2.782 0.748 2.029
H 2.252 2.318 1.456
*
```

Output
LUMO (alpha / beta), Ha: -0.003 / -0.013
HOMO-LUMO gap (alpha / beta), Ha: 0.29155 / 0.28508

---

Arrangement 2

Density functional theory data (ωB97M-V/def2-TZVPD) for C8H16O2Si in the gas phase.

Geometry as ORCA input:
```
! wB97M-V def2-TZVPD RIJCOSX def2/J DEFGRID3
* xyz 0 1
C -1.744 -0.633 -1.818
C -1.127 -0.105 -0.811
C -1.759 -0.256 0.637
O -1.265 -1.486 1.150
C -1.338 -1.395 2.505
C -1.194 0.057 2.873
O -1.272 0.667 1.608
Si 0.737 0.363 -0.938
C 1.366 -1.459 -0.665
C 1.351 1.534 0.482
C 0.867 1.113 -2.637
H -1.227 -0.571 -2.680
H -2.603 -1.252 -1.979
H -2.871 -0.200 0.514
H -0.447 -2.013 2.891
H -2.262 -1.696 2.936
H -1.947 0.352 3.677
H -0.271 0.342 3.370
H 2.468 -1.590 -0.768
H 1.097 -1.640 0.386
H 0.873 -2.062 -1.273
H 1.087 2.626 0.253
H 0.715 1.377 1.329
H 2.398 1.500 0.788
H 1.048 0.292 -3.412
H -0.008 1.766 -2.932
H 1.780 1.775 -2.652
*
```

Output
SMILES: C=C(C1OCCO1)[Si](C)(C)C
LUMO, Ha: 0.033
HOMO-LUMO gap, Ha: 0.38362

---

Order of stability, best first: arrangement 2, arrangement 1

---

Arrangement 1

Density functional theory data (ωB97M-V/def2-TZVPD) for a molecular structure, C6H14.

Geometry as ORCA input:
```
! wB97M-V def2-TZVPD RIJCOSX def2/J DEFGRID3
* xyz 0 1
C -0.884 1.811 1.028
C -0.168 0.461 1.210
C 0.292 -0.206 -0.047
C 1.524 0.252 -0.653
C 1.346 1.320 -1.581
C 2.045 -0.554 -1.902
H -1.229 2.217 1.979
H -1.736 1.677 0.367
H -0.217 2.534 0.549
H 0.663 0.643 1.897
H -0.869 -0.185 1.724
H -5.749 -4.904 3.055
H 0.008 -1.232 -0.201
H 2.380 0.400 0.001
H 0.428 1.363 -2.161
H -6.360 -5.231 2.785
H 2.019 2.191 -1.602
H 1.180 -0.893 -2.462
H 2.468 -1.474 -1.473
H 2.860 -0.191 -2.514
*
```

Output
LUMO, Ha: -0.015
HOMO-LUMO gap, Ha: 0.21179

---

Arrangement 2

Density functional theory data (ωB97M-V/def2-TZVPD) for 2 unconnected molecules or ions with the total composition C6H14.

Geometry as ORCA input:
```
! wB97M-V def2-TZVPD RIJCOSX def2/J DEFGRID3
* xyz 0 1
C -1.970 0.378 -1.432
C -0.560 -0.139 -1.746
C 0.163 -0.713 -0.615
C 1.339 0.016 -0.056
C 1.627 -0.248 1.454
C 0.336 -0.376 2.302
H -2.539 -0.254 -0.743
H -1.761 1.449 -0.821
H -2.546 0.553 -2.343
H -0.691 -0.930 -2.491
H 0.026 0.699 -2.153
H 0.341 -1.779 -0.749
H -1.650 2.340 -0.428
H 1.190 1.089 -0.177
H 2.243 -0.257 -0.610
H 2.228 -1.161 1.481
H 2.257 0.558 1.809
H -0.438 -0.061 1.616
H 0.335 0.247 3.190
H 0.068 -1.411 2.513
*
```

Output
LUMO, Ha: -0.057
HOMO-LUMO gap, Ha: 0.18263

---

Order of stability, best first: arrangement 1, arrangement 2